# C45H90O45

A 15-piece molecular cluster, C45H90O45 overall (ωB97M-V/def2-TZVPD, the Open Molecules 2025 dataset).

Results
**Gap between HOMO and LUMO**: 10.62 eV
**Relative energy (zero: lowest compared OMol25 entry of this formula, charge and spin)**: 156.85 kcal/mol
**HOMO energy**: -0.374 hartree
**LUMO level**: 0.016 Ha
**Net charge**: 0

```
180
Properties=species:S:1:pos:R:3:forces:R:3
H -32.932520 13.920420 0.485510 0.0 -0.7 0.3
C -25.425700 9.381100 9.459690 0.0 -0.9 -0.5
O -29.544210 3.715090 8.180100 -0.1 -0.7 0.1
H -26.739740 5.336240 3.411080 0.2 0.6 0.0
C -22.133610 3.963660 4.168310 0.1 -0.5 2.1
H -28.712520 8.927760 5.171190 0.9 0.5 0.2
C -22.365190 14.581460 3.667040 0.4 1.3 1.0
C -28.345500 12.524760 8.689630 -0.9 -0.5 -1.6
C -23.616010 12.446950 7.047530 0.8 -0.4 -1.9
O -26.907700 10.089450 12.585300 0.0 0.6 -2.2
O -23.031990 6.692570 1.736010 -1.9 -0.9 -0.2
O -24.841790 15.398850 4.706780 -0.1 -1.8 -1.5
H -25.927230 9.470900 14.220340 -0.1 0.0 0.4
H -26.935960 12.906790 -5.247560 -0.6 -0.1 0.5
H -25.089830 11.012480 3.148250 0.0 -0.2 0.0
O -21.225310 13.758170 6.463930 -0.1 -0.3 0.0
C -24.751230 14.369630 4.017420 0.9 3.6 3.0
H -24.963250 14.354210 0.112870 -0.1 -0.6 -0.9
O -26.740530 7.786390 -2.259360 -2.2 1.3 0.7
H -24.960560 7.367990 7.218640 0.1 0.2 -0.2
H -23.302780 7.564380 3.615560 0.5 -0.1 0.1
C -27.727970 8.476880 -1.991430 2.4 -1.9 3.2
C -25.802190 1.959630 8.558800 -2.9 1.3 2.1
O -23.775980 10.877710 0.850610 -0.6 -0.3 0.1
H -27.410960 5.884350 9.649180 -0.3 -0.1 0.0
H -23.280580 13.909690 0.495960 0.0 0.7 0.0
H -27.743590 7.832110 6.302900 0.3 0.6 0.0
C -27.355490 12.429120 -2.591340 -0.6 0.0 0.6
H -31.353990 4.945800 5.039020 0.5 0.5 0.1
C -27.232020 5.206920 8.814220 -0.2 -0.9 0.6
H -29.625920 11.366420 4.342920 0.1 0.7 -0.2
H -24.822910 8.543950 9.811720 0.2 0.1 0.0
H -22.923500 9.068080 -0.648970 0.2 -0.9 -0.2
O -20.798860 3.797460 4.434800 -1.8 -1.4 -2.4
H -24.505960 13.187550 1.358770 -0.5 -0.7 -0.3
C -24.785560 6.924810 6.238300 0.2 -1.7 0.9
O -26.369050 8.019450 11.765040 -0.1 3.2 -0.4
H -32.171700 15.323170 0.122610 1.2 0.3 0.2
H -31.929220 3.219440 1.269710 -0.4 0.9 1.1
C -26.030090 10.517600 3.391360 -0.5 1.4 0.3
H -22.175770 15.130670 2.744770 -0.4 0.0 0.0
C -26.473270 9.255330 11.638470 0.7 -2.4 -0.8
O -21.896720 15.413970 7.803800 -1.4 0.9 1.5
H -28.658850 2.032990 9.789710 0.3 0.1 -0.3
C -27.817080 1.367210 9.980130 1.7 -0.1 0.0
H -23.799700 1.807610 6.272690 0.3 0.3 0.5
O -31.438590 11.686930 1.149290 1.3 3.0 1.0
O -28.741340 5.389530 1.352300 -2.1 -2.6 3.6
H -21.794270 8.074310 2.625610 0.0 -0.7 0.4
O -25.903760 9.224170 3.861370 0.9 -2.8 1.3
O -25.370180 7.563340 5.170610 -0.6 2.6 -2.0
H -24.650080 3.312730 3.765620 0.3 0.5 0.1
C -23.993900 2.528370 3.388410 -1.3 1.2 1.1
H -27.523180 8.729590 14.059180 0.0 -0.1 -0.4
H -25.322280 5.979590 6.156990 0.2 -0.4 0.7
O -23.899450 5.927680 9.291080 0.5 -0.2 -0.1
C -29.187010 4.625880 7.489920 -0.7 0.3 0.6
H -28.570610 13.056100 7.764910 0.5 0.9 0.4
H -21.679770 5.939930 7.551230 -0.5 -0.4 -0.7
H -24.330340 1.677010 3.980110 0.8 -0.3 -0.1
H -25.489700 3.467980 0.127070 1.1 0.3 -0.4
H -29.422140 7.699190 6.015680 -0.3 0.0 0.8
H -25.069250 2.987560 5.826840 0.7 0.0 -0.5
H -28.243310 13.277780 -0.045300 0.1 0.0 0.1
O -28.467410 9.124160 -2.840560 -0.5 0.9 0.5
H -26.769920 11.106660 -5.019650 -0.2 0.3 -0.2
O -24.346340 5.049780 0.980660 0.5 -0.8 -1.3
H -20.643520 17.083860 8.211290 -0.6 -0.5 0.4
H -26.143450 4.125350 1.494370 -0.2 0.7 0.2
O -26.924300 12.229090 -1.282660 -0.2 0.2 -1.8
C -20.003380 4.883830 4.816180 0.0 0.3 0.9
O -21.780110 5.032450 9.348860 -0.9 -0.4 1.3
H -27.481560 5.771150 4.938340 -0.3 0.2 -0.1
H -18.973210 4.582400 4.626430 -0.1 0.1 0.1
H -23.858600 8.724590 -2.193180 0.1 0.1 0.2
O -22.984180 5.135330 11.259840 1.4 0.9 -1.9
C -22.976670 5.421760 9.877040 -0.2 -0.6 1.7
C -30.907230 12.677200 1.674100 -1.5 -0.5 -1.2
C -24.002340 11.261000 -0.282570 1.3 0.2 2.5
H -26.657940 10.416770 2.506070 0.2 0.1 -0.1
O -30.372400 4.102330 2.488000 0.5 0.5 -0.1
O -23.283890 13.729180 7.530500 1.7 1.6 0.6
C -22.850300 7.805760 2.653740 -0.8 0.4 -0.7
H -22.383350 15.246890 4.530160 -0.1 0.4 -0.3
H -26.189290 5.351510 8.531570 -0.3 0.2 -0.7
H -24.830810 10.151250 8.968710 0.0 0.0 0.3
O -28.208310 8.689530 -0.647140 -0.9 1.7 -4.5
O -28.470530 12.767670 -2.968790 2.2 -0.7 0.8
H -27.417260 6.993280 0.069550 0.1 0.1 0.6
H -24.658970 12.185930 7.226980 0.2 0.3 0.6
O -28.954760 9.296890 7.247630 0.5 1.5 0.1
H -24.372300 2.398120 2.374530 1.3 -0.1 -0.4
C -21.615620 4.915080 7.916820 0.2 0.6 1.0
O -25.616370 1.892000 7.258630 0.3 -1.3 0.4
H -27.279050 12.520660 8.914960 -0.1 -0.4 -0.1
O -24.067810 12.515500 -0.630050 -1.6 1.5 -1.0
H -26.269310 5.021230 -0.052960 0.4 0.5 0.3
H -23.738610 6.679340 6.060150 0.1 0.4 0.1
O -26.147380 9.979200 10.517030 -0.8 0.0 2.2
H -20.217530 5.816260 4.293870 -0.2 -0.1 0.0
O -29.822350 5.056350 6.387820 2.0 0.1 -0.3
C -26.395660 12.096440 -4.758180 0.3 0.0 -1.0
H -29.015460 11.054170 2.684490 0.2 -0.7 0.4
C -23.857350 9.175440 -1.200790 0.5 -1.8 1.2
H -27.437000 10.422300 14.487740 0.3 0.1 -0.1
O -24.004920 10.517860 -1.326670 -1.1 2.1 -2.9
O -23.591260 13.875770 3.641160 0.1 -2.0 -1.5
H -26.910140 8.476830 0.960640 0.8 0.1 -0.7
C -22.030620 14.261480 7.199950 -1.6 -1.3 -0.2
H -27.344830 11.869030 0.686570 0.4 0.4 -0.1
C -29.217510 4.810030 2.382940 1.5 2.1 -2.0
H -24.035950 5.363760 13.113170 0.7 -0.4 -0.3
H -24.815510 6.128760 11.742040 0.3 0.2 -0.2
H -27.304950 4.162170 9.116360 -0.2 0.2 0.3
H -31.347660 3.539060 5.957370 1.0 -0.3 0.7
H -27.782850 6.777310 3.455300 -0.1 -0.1 0.0
C -27.715820 7.981820 0.418480 1.6 -1.2 1.3
H -28.048010 9.578800 -4.881730 -0.1 0.5 0.7
O -26.917430 1.264260 8.829460 -0.8 -1.1 -1.0
H -27.590500 12.891290 4.380640 0.4 -0.2 -0.9
H -28.150390 0.344210 10.154660 -0.1 0.2 -0.1
C -31.922120 14.273850 0.279920 -2.2 -0.3 -2.0
C -24.516740 2.536220 6.650940 -1.4 1.2 -0.8
C -27.848600 12.272380 -0.191850 -0.7 -0.4 -0.6
O -25.317930 2.695140 9.383430 1.4 -0.1 -0.4
C -26.953470 9.644530 13.896650 0.1 -0.7 1.4
C -25.252370 8.902760 5.008440 -0.4 1.2 0.1
O -28.919060 11.218370 8.339890 0.9 -1.1 0.0
O -31.039550 14.028780 1.291360 1.5 -2.3 2.5
H -22.894510 11.680370 7.330180 -0.2 0.0 0.6
H -23.334020 8.706740 2.276460 -0.4 -0.1 -0.2
C -31.095210 4.596310 6.038510 -1.7 0.2 0.1
O -30.128180 12.644330 2.753560 -1.0 1.5 -0.2
C -27.630970 5.776130 3.858640 1.8 -0.1 -0.1
H -27.212270 1.670440 10.834740 -0.2 0.2 0.1
H -31.037410 4.680420 0.593910 -0.2 -0.2 0.1
H -23.503640 12.463780 5.963470 -0.2 -0.1 -0.2
H -28.918830 12.902400 9.536250 0.0 -0.2 -0.2
C -28.364240 8.787190 -4.202430 -0.3 -1.0 -1.5
C -20.745670 16.207200 7.571660 0.6 -0.7 -1.1
O -28.183830 5.455920 7.765340 0.6 0.8 -1.1
H -30.655020 10.634930 3.131530 -0.3 0.4 -0.2
O -28.008560 11.121020 6.204060 -0.7 -0.5 1.8
H -31.754470 5.063760 6.769920 -0.5 -0.2 -0.2
C -28.633570 8.440810 6.143170 -1.0 -0.5 -0.7
H -26.826520 13.778160 5.546540 1.0 0.5 -0.1
C -24.199080 5.280160 12.038700 -0.8 -0.3 -1.8
H -24.735870 4.387130 11.718610 -0.5 -0.1 0.8
H -26.589640 11.086120 4.134180 0.2 0.2 0.0
O -26.265650 12.176280 -3.364320 -0.7 0.5 1.5
C -29.869510 11.375790 3.280530 0.9 -1.8 -0.4
H -20.201120 4.956750 5.885600 0.6 0.8 -0.1
H -22.244530 4.128410 7.500030 -0.4 0.6 -0.1
H -24.669760 8.792900 -0.582940 0.0 -0.4 -0.1
C -24.331830 6.208380 1.611060 -1.7 2.0 1.8
H -24.222920 3.417270 7.221500 0.7 -0.5 0.3
H -31.576390 13.775710 -0.625860 -0.2 0.3 -0.3
H -29.364770 8.477840 -4.504660 0.0 0.1 -0.1
H -25.395280 12.192710 -5.180160 0.2 -0.2 0.3
H -28.666020 11.574940 -0.374910 -0.2 0.1 -0.2
H -27.697110 7.953380 -4.421040 0.1 0.0 0.6
H -20.594720 4.570270 7.752560 0.0 0.1 0.5
C -26.922480 13.748830 4.461170 -2.0 0.4 0.4
H -27.462110 14.627230 4.107180 0.0 0.1 0.3
O -25.366850 6.731030 2.067810 3.1 -0.8 -1.1
H -26.108760 8.980150 8.710850 -0.2 0.0 0.0
C -24.290780 13.528700 0.346140 1.9 0.1 1.4
O -24.726220 9.692820 5.781260 -0.5 -1.3 -1.1
O -22.787800 4.858130 4.640060 0.0 0.3 -0.8
O -22.607430 2.839940 3.615640 0.5 -0.7 -1.0
O -25.761340 13.604250 3.679280 0.5 -1.3 -0.2
C -31.006380 3.798370 1.233530 1.1 -0.9 -0.9
H -19.900940 15.527900 7.685950 0.3 0.4 -0.2
H -30.394530 3.014290 0.787480 0.5 0.4 -0.5
H -28.399040 7.921380 1.265630 -1.0 -0.3 -0.8
O -28.657790 4.872520 3.604400 -2.6 -1.1 -1.0
C -25.612320 4.443650 0.597330 -0.4 -0.5 0.9
H -21.480410 13.976080 3.863950 -0.7 -0.8 -0.2
H -20.834790 16.577120 6.550230 0.4 0.0 -0.1
C -28.548520 10.614950 7.182830 0.0 -0.4 -0.6
```
Forces are in eV/Å.


# CH3N2OS2

A 2-piece molecular cluster, CH3N2OS2 overall (ωB97M-V/def2-TZVPD, the Open Molecules 2025 dataset).

Results
**Gap between HOMO and LUMO**: 5.03 eV
**Relative energy (zero: lowest compared OMol25 entry of this formula, charge and spin)**: 23.56 kcal/mol
**HOMO energy**: -0.075 hartree
**LUMO level**: 0.110 Ha
**Net charge**: -1

```
9
Properties=species:S:1:pos:R:3:forces:R:3
O -0.383913 3.386529 -1.720062 2.5 -1.2 1.5
S 1.778124 0.207008 -0.793771 0.8 0.5 -0.6
H -0.226774 -1.980559 0.713704 1.4 0.2 0.3
H 1.488250 -1.586249 0.722822 -1.4 -0.2 0.3
H -0.056922 0.601438 0.489731 0.7 -1.6 -1.1
N 0.510224 -1.281023 0.960133 -0.3 0.0 -0.9
C 0.603400 3.398514 -1.058652 -3.1 1.6 -1.8
S 1.714970 4.057350 -0.179627 0.7 -0.5 0.4
N 0.270691 -0.242264 -0.088637 -1.3 1.2 2.0
```
Forces are in eV/Å.


# C5H11O

A 3-piece molecular cluster, C5H11O overall (ωB97M-V/def2-TZVPD, the Open Molecules 2025 dataset).

Results
**Gap between HOMO and LUMO**: 4.63 eV
**Relative energy (zero: lowest compared OMol25 entry of this formula, charge and spin)**: 112.22 kcal/mol
**HOMO energy**: -0.068 hartree
**LUMO level**: 0.102 Ha
**Net charge**: -1

```
17
Properties=species:S:1:pos:R:3:forces:R:3
O -3.799518 -0.732143 -0.089622 0.0 -0.2 0.0
C 1.716254 -0.141978 -0.516370 -2.0 -2.3 -0.2
H -0.737896 0.757010 0.030734 -0.5 0.4 0.4
H -3.068092 1.039603 0.730466 -0.3 0.0 0.2
C 1.458121 -1.101746 0.384096 0.5 1.5 -0.9
H 1.455463 -0.365877 -1.545743 0.1 -0.1 -0.1
H 3.459851 0.069187 -0.059975 -1.5 4.0 -1.1
C 2.248733 1.185161 -0.316517 3.5 -3.2 1.3
H -2.708466 -0.427511 1.621533 0.6 -0.1 0.0
H 2.198776 1.759724 -1.227214 0.7 0.6 0.4
C -1.527561 0.026756 -0.220119 1.0 -0.9 -0.3
H -1.769048 0.169837 -1.277897 -0.3 0.1 0.1
H 1.692679 -0.821012 1.406170 -0.3 -0.8 0.3
H 2.171017 1.538317 0.700260 -0.2 0.7 -0.2
C -2.843487 -0.063195 0.573492 -0.6 1.0 -0.4
H 1.004812 -1.989093 -0.006996 -0.1 -0.5 0.7
H -0.951642 -0.903043 -0.186299 -0.5 -0.2 0.0
```
Forces are in eV/Å.


# C5H9NS

One molecule with the formula C5H9NS (ωB97M-V/def2-TZVPD, the Open Molecules 2025 dataset).

Results
**Gap between HOMO and LUMO (spin up / spin down)**: 7.45 / 4.59 eV
**Relative energy (zero: lowest compared OMol25 entry of this formula, charge and spin)**: 109.55 kcal/mol
**HOMO energy (spin up / spin down)**: -0.284 / -0.230 hartree
**LUMO level (spin up / spin down)**: -0.010 / -0.061 Ha
**Net charge**: 0

```
16
Properties=species:S:1:pos:R:3:forces:R:3
S 2.971077 -1.864561 0.663873 0.3 -0.4 -0.4
C 1.536668 -1.155425 -0.065649 -0.3 0.0 -0.3
N 0.656123 1.120372 -0.095222 -3.5 1.1 0.0
H -1.966303 0.982313 -1.758236 0.0 0.0 -0.2
H -0.624086 -1.047662 0.654803 -0.5 0.8 -0.1
C 1.797023 0.382822 0.198560 3.3 0.8 0.9
H 2.501362 0.837587 -0.543043 -0.1 -1.2 0.3
C -0.506010 1.016204 -0.394771 4.2 -0.1 1.1
H -0.119728 -2.570379 -0.026767 0.0 0.7 -0.3
H 2.434852 0.647639 1.194199 -2.4 -0.7 -1.8
C -1.679438 1.576459 -0.889009 -2.8 2.0 -1.5
H -2.468452 1.331548 -0.167328 -0.1 0.5 -0.1
H -1.746330 2.713814 -1.252533 0.5 -2.2 1.1
C 0.217286 -1.695148 0.569560 0.3 -0.7 -3.1
H 1.497700 -1.198989 -1.211862 0.0 -0.1 1.5
H 0.342412 -2.203675 1.447423 0.9 -0.5 2.8
```
Forces are in eV/Å.